Record 1
Density functional theory data (wB97M-V/def2-TZVPD) for a single C3H3N3O2 molecule at a distorted geometry.

## Properties
Structure (SMILES): [H]/N=C\n1cnc(=O)o1
ΔE to the lowest compared entry with this formula, charge and spin in eV: 3.1038
Electronic energy in eV: -11722.8533
Net charge: 0
HOMO energy in eV: -10.15

Structure (XYZ):
```
11
Properties=species:S:1:pos:R:3:forces:R:3:mulliken_charge:R:1
C -1.227451 0.917349 0.372346 -0.512 0.768 -0.307 0.1954
C 0.210708 -1.088369 -0.148896 -3.142 -0.095 1.251 0.1798
C 1.984069 -0.024157 -0.551169 1.398 0.279 -0.924 0.4753
H -2.444650 -0.541571 0.809085 0.279 -0.162 0.047 0.2206
H -1.043822 1.996277 0.137923 -0.357 -0.898 0.420 0.3626
H -0.618491 -1.835809 0.026818 1.238 0.787 -0.545 0.2458
N -2.371284 0.452712 0.632424 0.122 0.722 -0.135 -0.6032
N -0.047188 0.200612 0.265607 1.007 -0.731 0.062 0.1328
N 1.357257 -1.264153 -0.625585 1.049 -0.533 -0.206 -0.4748
O 3.074603 0.269610 -0.938841 -0.568 0.103 0.472 -0.4819
O 1.126250 0.917500 0.020287 -0.513 -0.239 -0.135 -0.2524
```
Positions in Å, forces in eV/Å.

***

Record 2
Density functional theory data (wB97M-V/def2-TZVPD) for a molecular structure, C7H8S at a distorted geometry.

## Properties
ΔE to the lowest compared entry with this formula, charge and spin in eV: 3.6273
Electronic energy in eV: -18219.6856
Net charge: 0
HOMO energy in eV: -8.55

Structure (XYZ):
```
16
Properties=species:S:1:pos:R:3:forces:R:3:mulliken_charge:R:1
C 0.878565 -1.048360 -0.442831 2.454 -1.552 -1.899 -0.1787
C -0.337211 -1.171135 0.236355 -5.923 -0.110 1.939 -0.0869
C -1.033975 -0.425862 -1.082778 4.081 -3.861 -1.780 -0.6750
C 0.443550 0.272965 -0.966721 0.297 -0.458 -4.264 -0.2654
C 0.088599 1.173442 0.073286 0.916 0.092 2.548 -0.4764
C 0.747437 0.924999 1.346631 -1.744 2.444 3.017 -0.5801
C -0.471904 0.149583 1.104979 -1.248 -0.090 -0.862 -0.3343
H -0.804018 -2.174240 0.529543 0.965 1.592 0.080 0.4097
H -1.131320 -1.170858 -1.929109 0.240 0.775 0.783 0.2758
H -1.869251 0.187846 -1.068089 -1.370 1.256 0.844 0.3668
H 1.043153 0.638853 -1.802997 -0.456 0.109 -0.165 0.4565
H -0.217620 2.162496 -0.082165 -1.034 0.906 -0.551 0.4803
H 1.669473 0.482542 1.399204 2.177 -1.041 0.309 0.2729
H 0.477550 1.697992 2.131360 1.079 -0.780 -0.932 0.2378
H -1.437913 0.518121 1.491149 0.655 -1.007 0.272 0.3592
S 1.954885 -2.218384 -0.937816 -1.090 1.724 0.661 -0.2623
```
Positions in Å, forces in eV/Å.

***

| no. | frontier orbital gap (eV) |
| --- | --- |
| 1 | 10.0 |
| 2 | 8.6 |